The following is a DFT calculation (wB97M-V/def2-TZVPD) of a structure of composition C10H18F3MgNO5S2.

```
40
Properties=species:S:1:pos:R:3:forces:R:3:mulliken_charge:R:1
Mg -0.2164 0.7685 1.0200 -0.758 -0.287 -0.539 1.24
C -2.4622 -1.8740 -0.7441 -0.004 0.000 0.008 -1.61
C -2.9774 -0.6644 0.0303 0.076 0.060 0.086 2.09
C -3.3482 -1.0652 1.4549 0.009 0.003 0.000 -1.68
C -4.1934 -0.0769 -0.6805 -0.007 -0.010 -0.050 -2.07
O -1.9048 0.2744 0.0808 0.268 -0.295 0.076 -0.27
H -3.2150 -2.6643 -0.7828 0.000 -0.009 -0.010 0.41
H -1.5689 -2.2703 -0.2571 -0.007 -0.002 0.002 0.30
H -2.2054 -1.5835 -1.7647 0.000 -0.002 0.004 0.37
H -4.1693 -1.7852 1.4609 -0.001 -0.004 0.007 0.46
H -3.6495 -0.1858 2.0262 -0.002 -0.001 0.004 0.35
H -2.4877 -1.5165 1.9520 -0.009 -0.003 0.007 0.29
H -4.9615 -0.8435 -0.7943 -0.012 0.006 0.001 0.44
H -3.9231 0.2803 -1.6767 0.000 0.018 0.016 0.40
H -4.6295 0.7412 -0.1043 -0.046 -0.063 0.007 0.43
N -2.6639 2.7178 -0.2204 0.169 -0.239 0.117 -0.65
C -1.7527 2.0088 0.1878 -0.201 0.587 0.018 -0.17
H -3.5098 2.2804 -0.5677 0.088 0.107 -0.053 0.24
O 1.1405 0.6246 -0.4179 0.210 0.135 0.165 -0.34
S 1.4489 0.3591 -1.8696 -0.100 -0.042 0.020 0.25
C 2.8220 1.5049 -2.2305 0.004 0.008 -0.013 -0.65
C 4.1067 0.6874 -2.3632 0.005 -0.008 0.009 -0.60
C 3.9298 -0.5387 -1.4719 0.017 -0.002 -0.014 -0.49
C 2.5503 -1.0754 -1.8237 -0.032 -0.007 0.009 -0.69
H 2.8293 2.1476 -1.3498 -0.004 0.013 -0.011 0.30
H 2.5729 2.1023 -3.1050 -0.002 -0.016 -0.010 0.42
H 4.9735 1.2864 -2.0861 -0.002 -0.001 0.009 0.33
H 4.2438 0.3706 -3.3994 0.007 0.009 -0.004 0.30
H 3.9578 -0.2589 -0.4170 -0.005 0.004 -0.008 0.19
H 4.7021 -1.2878 -1.6433 -0.003 -0.006 0.011 0.40
H 2.1145 -1.7622 -1.0991 -0.002 -0.010 -0.016 0.35
H 2.5253 -1.5292 -2.8170 0.009 0.008 -0.006 0.43
F 2.1547 1.5560 4.2970 -0.053 -0.012 0.034 -0.23
C 1.9401 0.8648 3.1931 0.029 0.034 0.021 0.74
F 1.6323 1.7601 2.1955 0.124 -0.104 -0.006 -0.28
F 3.0623 0.2522 2.8353 -0.003 -0.020 0.047 -0.23
S 0.4925 -0.2821 3.2937 0.160 0.012 0.169 1.17
O 0.6114 -1.0399 4.4885 -0.003 -0.020 -0.007 -0.63
O 0.6261 -0.9716 2.0036 0.052 0.136 -0.047 -0.63
O -0.5982 0.6880 3.1664 0.029 0.025 -0.053 -0.70
```
Positions in Å, forces in eV/Å.

Values from the calculation:
relative energy (zero: lowest compared OMol25 entry of this formula, charge and spin)	100.4	kJ/mol
2S+1	1


The following is a DFT calculation (wB97M-V/def2-TZVPD) of a cluster of 2 separate species, C11H15N in total.

```
27
Properties=species:S:1:pos:R:3:forces:R:3:mulliken_charge:R:1
C -1.9505 -2.2304 -3.1910 0.252 -0.373 -0.495 -0.88
C -0.7022 -1.3793 -3.1245 1.079 -0.043 0.781 -0.76
H -1.8157 -3.2957 -2.9812 0.566 0.015 -0.549 0.28
H -2.5800 -1.9795 -2.3804 -1.024 0.740 0.753 0.28
H -2.4823 -2.1097 -4.1343 -0.119 -0.064 0.086 0.29
H -0.8679 -0.3277 -2.9147 -0.551 0.238 -0.229 0.24
H -0.0265 -1.4067 -3.9782 -0.224 -0.285 -0.224 0.34
H -0.0966 -1.6705 -2.2597 0.033 -0.206 -0.063 0.20
C 2.6025 2.2880 0.2003 1.060 -1.422 -0.578 -1.37
C -0.6599 0.5211 0.9061 0.189 -0.515 -0.618 -0.40
C 0.7342 0.4166 0.7372 1.116 0.582 0.819 1.11
C 1.2372 1.7202 0.3609 -0.932 0.484 -0.329 0.53
C 0.1199 2.4630 0.1547 -0.035 0.494 -0.410 -0.63
C -0.7311 -1.7335 1.6170 -0.278 0.026 0.736 -0.47
C -1.4125 -0.5566 1.3683 -0.027 0.256 -0.820 -0.79
C 0.6626 -1.8315 1.5024 -0.250 -0.079 -0.156 -0.63
C 1.4114 -0.7616 1.0523 -0.276 -0.511 0.007 -0.38
N -1.0272 1.7640 0.4535 0.214 0.199 0.181 -0.04
H -1.2445 -2.6011 2.0203 -0.182 0.123 -0.233 0.39
H -2.4891 -0.4327 1.3527 -0.048 -0.406 0.409 0.36
H 1.0806 -2.7959 1.7637 0.347 0.158 -0.110 0.38
H 2.4769 -0.8632 0.8888 0.031 0.135 0.142 0.38
H -1.9456 2.1362 0.3156 -0.179 -0.178 0.161 0.16
H 0.0629 3.4509 -0.2862 -0.076 -0.010 0.318 0.39
H 3.3171 1.8494 0.8893 -0.083 0.055 0.680 0.34
H 2.6741 3.3627 0.2894 -0.266 0.192 -0.055 0.38
H 3.0721 1.9587 -0.7391 -0.338 0.396 -0.201 0.28
```
Positions in Å, forces in eV/Å.

Values from the calculation:
SMILES	Cc1c[nH]c2ccccc12.CC
relative energy (zero: lowest compared OMol25 entry of this formula, charge and spin)	49.1	kJ/mol
2S+1	1


The following is a DFT calculation (wB97M-V/def2-TZVPD) of a structure of composition C42H49ClInN6SSe.

```
101
Properties=species:S:1:pos:R:3:forces:R:3:mulliken_charge:R:1
In 0.5281 0.4049 -2.3968 -0.324 -0.041 -0.645 0.81
N -0.6859 -2.2729 -1.5610 -0.019 -0.173 0.117 0.26
N -1.2999 -3.5188 -1.4121 -0.331 0.029 0.186 -0.13
C -1.5025 -4.3194 -2.4963 0.218 -0.086 -0.074 0.31
N -2.5003 -5.2328 -2.3289 -0.041 0.045 0.156 -0.41
S -0.6177 -4.2707 -3.8855 0.043 0.051 -0.177 -0.42
H -0.0341 -2.1020 -0.8041 0.066 -0.005 -0.006 -0.16
H -1.3776 -1.5271 -1.5639 -0.053 -0.051 -0.134 -0.17
H -1.9888 -3.5952 -0.6744 -0.063 0.047 -0.032 -0.03
H -2.9147 -5.4069 -1.4287 -0.004 0.021 -0.012 0.17
H -2.5720 -5.9380 -3.0381 0.033 -0.052 0.012 0.21
C 1.5026 -2.8771 3.6638 -0.061 0.078 -0.087 -1.56
C 1.2292 -2.9712 2.1592 0.068 -0.146 0.068 1.94
C 0.5479 -4.3010 1.8157 0.002 0.149 -0.060 -1.66
C 2.4974 -2.7994 1.3374 -0.160 0.123 -0.140 0.91
C 3.5371 -3.7049 1.5008 0.063 0.050 0.036 -0.47
C 4.6926 -3.6178 0.7428 0.036 -0.028 -0.006 -1.62
C 4.8117 -2.6212 -0.2103 0.041 0.021 0.064 -0.38
C 3.8033 -1.6868 -0.4053 -0.217 0.222 0.035 0.73
C 3.9605 -0.5818 -1.4283 0.211 -0.082 -0.056 1.51
C 3.9239 -1.1568 -2.8461 -0.049 0.087 0.063 -1.67
C 5.2374 0.2313 -1.2030 -0.115 -0.012 0.004 -1.70
C 2.6444 -1.7764 0.3787 0.516 -0.337 0.039 -1.01
N 1.5681 -0.8874 0.1828 -0.468 0.161 0.585 1.12
C 1.3641 0.0356 1.0384 0.680 -0.623 -0.489 0.25
C 0.0793 0.7746 1.0917 -1.043 0.231 -0.328 -0.26
N -0.8502 0.5506 0.2488 0.617 -0.079 0.274 1.09
C -2.1051 1.1749 0.3966 -0.586 0.384 0.151 -0.38
C -3.1444 0.4032 0.9435 0.292 -0.079 -0.118 0.75
C -4.4057 0.9668 1.0613 -0.003 0.069 0.067 -0.37
C -4.6423 2.2626 0.6350 -0.090 0.011 0.017 -1.67
C -3.6112 3.0130 0.0977 -0.028 0.037 0.162 -0.50
C -2.3247 2.5019 -0.0137 0.281 -0.269 -0.077 0.29
C -1.2190 3.3509 -0.6097 -0.079 0.209 -0.066 1.42
C -0.9271 4.6123 0.2110 0.039 -0.191 -0.014 -1.89
C -1.5714 3.7351 -2.0474 0.032 -0.114 -0.004 -1.64
C -2.8783 -1.0188 1.4055 -0.151 0.015 -0.064 2.18
C -2.9579 -1.1382 2.9293 0.128 -0.022 -0.087 -1.66
C -3.8251 -2.0069 0.7186 0.100 0.054 -0.017 -1.77
C 0.1130 1.6189 2.3036 0.102 0.180 0.373 0.32
C -0.7843 2.4409 2.9377 0.002 -0.206 -0.115 0.27
C -0.3899 3.0665 4.1428 0.022 0.082 0.129 -1.05
C 0.8513 2.8880 4.6998 -0.020 0.034 0.011 -0.95
C 1.7981 2.0406 4.0745 -0.025 -0.071 -0.106 1.06
C 3.1120 1.7440 4.5133 0.003 -0.035 -0.028 -0.84
C 3.9013 0.8834 3.7917 0.098 0.032 0.148 -1.23
C 3.4548 0.2381 2.6163 -0.124 -0.043 -0.174 0.21
C 2.1854 0.5034 2.1682 0.198 0.208 0.395 -0.15
C 1.3861 1.4210 2.8932 -0.059 -0.089 -0.159 -0.94
H 0.5637 -2.9323 4.2194 0.012 -0.030 0.021 0.43
H 1.9903 -1.9345 3.9151 0.024 0.010 0.024 0.27
H 2.1443 -3.6940 3.9996 0.006 -0.005 0.007 0.33
H 0.5306 -2.1756 1.9015 -0.005 0.035 -0.011 -0.95
H 1.1858 -5.1455 2.0822 -0.011 -0.021 0.009 0.34
H 0.3409 -4.3579 0.7452 -0.035 -0.052 0.007 0.42
H -0.3932 -4.3957 2.3632 -0.008 -0.031 -0.006 0.43
H 3.4440 -4.4872 2.2452 -0.013 -0.022 -0.021 0.35
H 5.4979 -4.3263 0.8917 -0.019 -0.019 -0.008 0.36
H 5.7136 -2.5559 -0.8068 -0.005 0.004 -0.014 0.37
H 3.1299 0.1144 -1.3209 -0.036 -0.001 -0.029 -0.63
H 4.7877 -1.8037 -3.0197 -0.008 -0.038 -0.002 0.35
H 3.9483 -0.3471 -3.5776 -0.037 -0.005 -0.002 0.42
H 3.0173 -1.7448 -3.0027 0.016 0.007 -0.052 0.37
H 6.1305 -0.3784 -1.3578 0.027 0.022 0.002 0.35
H 5.2660 0.6368 -0.1892 0.040 0.012 -0.001 0.31
H 5.2597 1.0671 -1.9033 0.023 0.004 0.002 0.44
H -5.2140 0.3922 1.4990 0.006 -0.036 -0.039 0.34
H -5.6362 2.6854 0.7124 0.004 0.007 0.011 0.38
H -3.8115 4.0281 -0.2229 0.051 -0.007 -0.063 0.38
H -0.2933 2.7743 -0.6368 -0.007 -0.055 -0.051 -0.19
H -1.8132 5.2464 0.2849 0.005 0.031 0.000 0.32
H -0.1360 5.1735 -0.2882 -0.018 0.071 0.037 0.50
H -0.5862 4.3646 1.2175 -0.020 0.093 -0.004 0.38
H -2.4008 4.4469 -2.0652 -0.003 0.008 -0.022 0.31
H -1.8740 2.8519 -2.6098 -0.005 -0.009 -0.105 0.15
H -0.7098 4.1837 -2.5426 0.000 0.008 -0.003 0.48
H -1.8610 -1.2696 1.1008 0.007 -0.064 0.011 -1.08
H -3.9670 -0.9215 3.2859 0.000 0.021 0.014 0.36
H -2.2663 -0.4406 3.4065 -0.028 0.016 0.032 0.32
H -2.6911 -2.1494 3.2473 -0.036 -0.008 0.020 0.44
H -4.8609 -1.8393 1.0187 -0.011 -0.021 0.001 0.37
H -3.5635 -3.0356 0.9860 -0.033 -0.001 0.020 0.40
H -3.7726 -1.8930 -0.3664 -0.030 -0.041 -0.004 0.39
H -1.7754 2.6125 2.5414 0.016 0.023 0.011 0.66
H -1.1010 3.7179 4.6352 0.009 -0.005 0.014 0.45
H 1.1121 3.3902 5.6239 -0.008 0.020 -0.006 0.41
H 3.4909 2.1991 5.4205 0.007 0.009 -0.003 0.43
H 4.9055 0.6723 4.1375 -0.007 0.016 0.016 0.41
H 4.1116 -0.4477 2.0979 -0.019 -0.010 0.014 0.67
Cl 2.0396 2.4986 -2.7783 0.067 0.192 0.062 -0.64
Se -2.3713 0.2026 -4.0440 0.321 -0.097 0.254 -0.35
C -2.4384 1.7496 -5.1275 0.017 -0.095 0.223 0.16
C -3.6417 2.1833 -5.6935 0.080 0.138 -0.089 -0.34
C -3.6580 3.3497 -6.4367 0.020 0.016 -0.017 -0.32
N -2.5865 4.1102 -6.6639 -0.004 0.143 -0.087 -0.68
C -1.4377 3.6843 -6.1363 0.017 -0.017 -0.055 -0.37
C -1.3063 2.5326 -5.3810 -0.155 0.049 -0.089 -0.20
H -4.5468 1.6090 -5.5475 -0.016 0.015 0.033 0.36
H -4.5821 3.7126 -6.8804 -0.038 -0.088 0.040 0.33
H -0.5724 4.3091 -6.3404 0.035 -0.051 0.066 0.38
H -0.3414 2.2440 -4.9847 0.027 0.064 0.015 0.30
```
Positions in Å, forces in eV/Å.

Values from the calculation:
charge	-1
relative energy (zero: lowest compared OMol25 entry of this formula, charge and spin)	123.2	kJ/mol
2S+1	1


Computed HOMO, in the same sequence as the records: -8.6, -7.8, -3.6 eV.